A structure of composition C38H44GeHfN10OS3, computed with ωB97M-V with the def2-TZVPD basis set.

## Properties
Gap between HOMO and LUMO in eV: 6.76
Energy above the lowest of the compared OMol25 structures with the same formula, charge and spin in kcal per mole: 4.8
Electronic energy in a.u.: -5415.66617
LUMO in eV: -11.3448
Charge: +4

CARTESIAN COORDINATES (ANGSTROEM)
Hf1 -1.3612 0.8590 -0.0927
O1 -3.2015 -0.1330 -3.0382
C1 -2.3736 -0.4847 -2.2189
N1 -1.1118 0.0763 -2.0621
C2 -0.7908 0.9978 -3.1575
C3 -1.0338 2.4279 -2.7770
C4 -0.7747 3.4602 -3.6708
C5 -1.1590 4.7455 -3.3437
C6 -1.7975 4.9659 -2.1245
C7 -1.9724 3.9062 -1.2685
N2 -1.5714 2.6458 -1.5612
C8 -2.6781 -1.5688 -1.2307
C9 -3.5126 -2.6289 -1.5220
C10 -3.6831 -3.6022 -0.5425
C11 -3.0374 -3.4533 0.6765
C12 -2.2571 -2.3305 0.8992
N3 -2.0688 -1.3991 -0.0462
H1 -1.4330 0.7725 -4.0175
H2 0.2420 0.8521 -3.4806
H3 -0.3246 3.2374 -4.6276
H4 -0.9938 5.5622 -4.0329
H5 -2.1544 5.9464 -1.8480
H6 -2.4649 4.0471 -0.3176
H7 -3.9976 -2.6865 -2.4861
H8 -4.3091 -4.4637 -0.7298
H9 -3.1416 -4.1943 1.4563
H10 -1.7616 -2.1779 1.8474
N4 -4.6689 1.9813 -1.4950
C13 -4.6188 1.5678 -0.2253
N5 -3.5010 1.1352 0.3892
C14 -3.7930 0.7584 1.7220
C15 -5.0817 0.9382 2.0795
S1 -6.0180 1.5558 0.7733
C16 -2.7105 0.2872 2.6002
C17 -2.8385 -0.1093 3.8858
S2 -1.3082 -0.5209 4.5639
C18 -0.5548 -0.1433 3.0632
N6 -1.3928 0.2529 2.1142
N7 0.7736 -0.2430 2.8912
H11 -4.0258 1.5812 -2.1737
H12 -5.5654 2.2544 -1.8730
H13 -5.5416 0.7575 3.0359
H14 -3.7303 -0.1832 4.4837
H15 1.3674 -0.6053 3.6198
H16 1.1804 -0.0680 1.9875
N8 2.5695 2.9696 0.5189
C19 3.6991 2.3641 -0.0942
C20 4.9618 2.8914 0.1211
C21 6.0558 2.3055 -0.5018
C22 5.8860 1.2044 -1.3290
C23 4.6189 0.6706 -1.5332
C24 3.5315 1.2543 -0.9036
S3 1.8975 0.6899 -1.2855
N9 0.9118 1.3863 -0.0392
C25 1.3444 2.4743 0.5912
C26 0.3629 3.1777 1.4659
C27 0.7395 4.1415 2.3899
C28 -0.2399 4.7693 3.1511
C29 -1.5596 4.3981 2.9663
C30 -1.8500 3.4022 2.0456
N10 -0.9167 2.7945 1.3056
H17 2.7523 3.8477 0.9856
H18 5.0969 3.7523 0.7614
H19 7.0423 2.7179 -0.3437
H20 6.7368 0.7631 -1.8256
H21 4.4891 -0.1710 -2.2006
H22 1.7728 4.4085 2.5581
H23 0.0306 5.5266 3.8738
H24 -2.3586 4.8608 3.5273
H25 -2.8731 3.0854 1.8957
C31 1.4571 -3.3043 2.5424
C32 2.9757 -3.2203 2.4759
C33 3.5697 -3.3754 1.0828
C34 3.4052 -2.1372 0.1817
Ge1 1.6960 -1.8105 -0.6867
C35 1.3143 -2.4692 -2.4683
C36 1.7359 -3.9361 -2.6842
C37 0.6968 -4.9198 -2.1617
C38 0.4903 -4.8136 -0.6588
H26 1.1035 -3.1100 3.5549
H27 1.1055 -4.2989 2.2697
H28 0.9583 -2.5820 1.8789
H29 3.3927 -4.0052 3.1085
H30 3.3319 -2.2790 2.9102
H31 3.1795 -4.2739 0.5929
H32 4.6456 -3.5352 1.1795
H33 4.1104 -2.1936 -0.6546
H34 3.6641 -1.2334 0.7462
H35 0.4903 -1.3451 0.2071
H36 1.8453 -1.8085 -3.1612
H37 0.2464 -2.3324 -2.6530
H38 2.7032 -4.1370 -2.2138
H39 1.8888 -4.0898 -3.7525
H40 1.0127 -5.9336 -2.4078
H41 -0.2465 -4.7595 -2.6911
H42 1.4035 -5.0649 -0.1106
H43 -0.2909 -5.4865 -0.3048
H44 0.1647 -3.8065 -0.3478

Atom charges from the Mulliken analysis, given in e for atoms 1 to 2: number 1, Hf, carries 1.736; number 2, O, carries -0.618

***

A structure of composition C38H44IrNO2PSi2, computed with ωB97M-V with the def2-TZVPD basis set.

## Properties
2S+1: 6
Gap between HOMO and LUMO (spin up / spin down) in eV: 7.28 / 6.28
Electronic energy in a.u.: -2703.72869
LUMO (spin up / spin down) in eV: -5.5646 / -7.9556
Charge: +2

CARTESIAN COORDINATES (ANGSTROEM)
Ir1 -0.2822 0.0241 1.3425
O1 -2.9295 1.2004 2.1965
N1 -1.7658 1.6320 1.5522
C1 -1.6129 2.8959 1.6714
C2 -0.5763 3.7128 1.0386
C3 -0.9731 5.0341 0.8429
C4 -0.2203 5.9045 0.0691
C5 0.9301 5.4417 -0.5378
C6 1.3692 4.1396 -0.3052
C7 0.6605 3.2745 0.5146
P1 1.4048 1.6874 1.0268
C8 2.0914 2.0026 2.6777
C9 3.4244 1.7363 2.9900
C10 3.8989 1.9826 4.2710
C11 3.0522 2.4841 5.2480
C12 1.7186 2.7315 4.9496
C13 1.2394 2.4846 3.6755
C14 2.7682 1.2794 -0.0724
C15 2.6837 0.0862 -0.7885
C16 3.7073 -0.2942 -1.6447
C17 4.8237 0.5139 -1.7864
C18 4.9243 1.6994 -1.0650
C19 3.9065 2.0829 -0.2102
H1 -3.2414 0.4517 1.6693
H2 -2.4095 3.4244 2.1909
H3 -1.9066 5.3742 1.2742
H4 -0.5446 6.9263 -0.0707
H5 1.5081 6.0930 -1.1796
H6 2.2845 3.8104 -0.7730
H7 4.0954 1.3253 2.2498
H8 4.9366 1.7825 4.5019
H9 3.4292 2.6766 6.2435
H10 1.0521 3.1090 5.7136
H11 0.1952 2.6777 3.4633
H12 1.8099 -0.5451 -0.6811
H13 3.6300 -1.2177 -2.2038
H14 5.6227 0.2224 -2.4552
H15 5.8030 2.3225 -1.1646
H16 4.0109 2.9964 0.3617
C20 0.7425 -3.2500 -1.3035
C21 -0.7315 -3.4306 -1.5456
C22 -1.0963 -4.2051 -2.7775
C23 -1.5514 -3.7763 -0.3304
Si1 -1.3550 -1.2263 -1.8333
O2 -0.9099 -0.6011 -0.4412
C24 -3.1550 -1.4345 -2.0673
C25 -4.0002 -1.5405 -0.9542
C26 -5.3665 -1.6869 -1.1151
C27 -5.9077 -1.7382 -2.3953
C28 -5.0856 -1.6311 -3.5086
C29 -3.7158 -1.4793 -3.3490
C30 -0.3696 -0.6814 -3.2789
C31 -0.3434 -1.3399 -4.5153
C32 0.3969 -0.8289 -5.5690
C33 1.1191 0.3482 -5.4068
C34 1.0946 1.0182 -4.1924
C35 0.3615 0.5046 -3.1340
H17 1.1588 -4.2454 -1.0977
H18 0.9498 -2.6192 -0.4374
H19 1.2608 -2.8538 -2.1776
H20 -1.1206 -5.2663 -2.4975
H21 -0.3672 -4.0904 -3.5761
H22 -2.0967 -3.9690 -3.1469
H23 -1.2368 -4.7770 -0.0072
H24 -2.6168 -3.8233 -0.5508
H25 -1.3815 -3.0874 0.4979
H26 -3.5799 -1.5148 0.0470
H27 -6.0119 -1.7660 -0.2502
H28 -6.9752 -1.8580 -2.5238
H29 -5.5106 -1.6595 -4.5030
H30 -3.0926 -1.3686 -4.2274
H31 -0.9081 -2.2484 -4.6742
H32 0.4077 -1.3470 -6.5187
H33 1.6944 0.7450 -6.2328
H34 1.6465 1.9413 -4.0691
H35 0.3455 1.0380 -2.1900
C36 0.0623 -0.6919 4.7978
Si2 -0.5074 -1.5447 3.2468
C37 -2.3000 -2.0320 3.4020
C38 0.5826 -3.0325 2.9710
H36 -0.0605 -1.4091 5.6166
H37 -0.5227 0.1964 5.0397
H38 1.1155 -0.4102 4.7486
H39 -2.3552 -2.8405 4.1386
H40 -2.7385 -2.4050 2.4735
H41 -2.9054 -1.2013 3.7674
H42 0.5043 -3.6356 3.8819
H43 1.6308 -2.7558 2.8454
H44 0.2833 -3.6549 2.1274

Atom charges from the Mulliken analysis, given in e for atoms 1 to 2: number 1, Ir, carries 1.792; number 2, O, carries -0.513

***

A cluster of 2 separate species, C38H44N3 in total, computed with ωB97M-V with the def2-TZVPD basis set.

## Properties
Gap between HOMO and LUMO in eV: 5.42
Energy above the lowest of the compared OMol25 structures with the same formula, charge and spin in kcal per mole: 0.0
Electronic energy in a.u.: -1638.47168
LUMO in eV: -3.9981
Charge: +1

CARTESIAN COORDINATES (ANGSTROEM)
C1 0.9584 -5.4991 1.1561
C2 2.4009 -5.1049 1.4181
N1 2.6686 -3.7342 1.0296
C3 4.0819 -3.4427 0.8976
C4 4.3061 -2.1123 0.2057
C5 3.5883 -1.0111 0.9829
C6 2.1671 -1.3752 1.2744
C7 1.7634 -2.7408 1.2711
C8 0.3939 -3.0615 1.5129
C9 -0.5411 -2.0470 1.5234
C10 -0.1692 -0.6724 1.4292
C11 -1.1390 0.3167 1.1166
C12 -0.9583 1.7318 1.3242
C13 -1.9623 2.5500 1.9282
C14 -1.8080 3.9146 2.1168
C15 -0.6238 4.5566 1.6481
N2 -0.4872 5.9144 1.7092
C16 -1.6314 6.7588 1.9804
C17 -2.4891 6.1725 3.0869
C18 -2.8750 4.7213 2.7959
C19 0.5694 6.5847 0.9780
C20 1.8715 5.8111 1.0660
C21 1.6794 4.3768 0.5903
C22 0.4000 3.7664 1.0622
C23 0.2179 2.4044 0.9114
C24 1.2280 -0.3957 1.5604
C25 -0.0137 -4.4821 1.7471
H1 0.7913 -5.5843 0.0768
H2 0.7840 -6.4821 1.5999
H3 2.6316 -5.2408 2.4927
H4 3.0900 -5.7447 0.8518
H5 4.5536 -3.4228 1.8982
H6 4.5397 -4.2656 0.3334
H7 5.3802 -1.9097 0.1559
H8 3.9220 -2.1497 -0.8218
H9 4.1253 -0.8208 1.9268
H10 3.6199 -0.0767 0.4071
H11 -1.6023 -2.2904 1.5899
H12 -2.1726 -0.0334 1.0611
H13 -2.8723 2.0649 2.2846
H14 -1.2461 7.7468 2.2615
H15 -2.2400 6.8881 1.0647
H16 -1.9415 6.2247 4.0345
H17 -3.3882 6.7851 3.1902
H18 -3.7764 4.7128 2.1659
H19 -3.1591 4.2367 3.7385
H20 0.2788 6.7042 -0.0828
H21 0.6792 7.5879 1.4073
H22 2.6261 6.3102 0.4548
H23 2.2254 5.8060 2.1028
H24 1.6976 4.3453 -0.5100
H25 2.5264 3.7668 0.9294
H26 1.0332 1.8594 0.4403
H27 1.5754 0.5973 1.8422
H28 -1.0126 -4.6403 1.3282
H29 -0.0969 -4.6718 2.8305
C26 -4.1781 -3.4786 -2.9722
C27 -4.8556 -2.1191 -2.7647
C28 -3.7458 -1.1268 -2.3793
N3 -2.4999 -1.8592 -2.5342
C29 -1.3050 -1.3091 -2.2320
C30 -1.0894 -0.1702 -1.4636
C31 0.3252 0.3097 -1.6226
C32 0.9705 -0.8168 -2.4067
C33 0.0121 -1.7746 -2.7529
C34 0.3751 -2.8642 -3.5445
C35 1.7138 -2.9938 -3.9369
C36 2.6739 -2.0380 -3.5701
C37 2.2992 -0.9308 -2.7911
C38 -2.6745 -3.1927 -3.0767
H30 -4.3542 -4.1207 -2.1052
H31 -4.5443 -3.9934 -3.8614
H32 -5.3398 -1.7828 -3.6859
H33 -5.6112 -2.1565 -1.9778
H34 -3.7646 -0.2371 -3.0308
H35 -3.8525 -0.7630 -1.3473
H36 -1.9103 0.4430 -1.0919
H37 0.4130 1.2998 -2.0953
H38 0.8450 0.3809 -0.6651
H39 -0.3696 -3.5873 -3.8679
H40 2.0140 -3.8531 -4.5425
H41 3.7121 -2.1441 -3.8940
H42 3.0092 -0.1547 -2.5027
H43 -2.0748 -3.9361 -2.5282
H44 -2.3618 -3.2349 -4.1334

Atom charges from the Mulliken analysis, given in e for atoms 1 to 2: number 1, C, carries -0.829; number 2, C, carries -0.597

***

| no. | maximum force (eV/Å) |
| --- | --- |
| 1 | 1.0 |
| 2 | 0.5 |
| 3 | 2.7 |